Entry 1:
Formula: C3H3NO
Source: the OMol25 dataset
Level of theory: wB97M-V/def2-TZVPD

Output
highest occupied orbital energy	-8.585	eV
ΔE to the lowest compared entry with this formula, charge and spin	462.2	kJ/mol

CARTESIAN COORDINATES (ANGSTROEM)
C 0.803 0.998 -0.328
C -1.354 -0.834 -0.084
C 0.722 -0.306 0.318
N 0.584 1.092 0.928
O -1.748 -1.445 -1.010
H 1.060 1.759 -1.012
H -1.736 -0.401 0.747
H 1.669 -0.863 0.442

Entry 2:
Formula: C25H74N6O9
Source: the OMol25 dataset
Level of theory: wB97M-V/def2-TZVPD

Output
charge	-1
2S+1	2
highest occupied orbital energy (alpha / beta)	-0.084 / -6.833	eV

CARTESIAN COORDINATES (ANGSTROEM)
C -3.024 5.168 -2.034
C -3.511 6.220 -0.970
C -3.804 5.527 0.423
O -2.763 4.605 0.800
C -3.114 3.847 1.939
N -2.486 7.280 -0.764
H -3.685 4.302 -2.003
H -1.982 4.883 -1.886
H -3.069 5.582 -3.042
H -4.345 6.832 -1.311
H -4.742 4.978 0.332
H -3.856 6.279 1.210
H -3.902 3.120 1.742
H -3.269 4.337 2.900
H -2.284 3.173 2.147
H -1.666 6.886 -0.326
H -2.109 7.549 -1.662
C 6.872 -3.028 1.471
C 5.489 -2.859 0.890
C 5.386 -3.402 -0.631
O 4.092 -3.515 -1.172
C 4.129 -3.742 -2.547
N 4.486 -3.527 1.670
H 7.244 -4.026 1.239
H 6.860 -2.925 2.556
H 7.589 -2.298 1.097
H 5.267 -1.793 0.934
H 5.870 -4.378 -0.636
H 6.017 -2.678 -1.147
H 4.611 -2.888 -3.023
H 3.155 -3.933 -2.996
H 4.679 -4.668 -2.719
H 4.714 -4.500 1.815
H 3.690 -3.713 1.077
C -1.634 -2.521 -5.133
C -2.126 -2.036 -3.783
C -2.997 -0.748 -3.770
O -3.416 -0.407 -2.478
C -4.220 0.742 -2.385
N -2.818 -3.000 -2.991
H -0.976 -3.380 -5.004
H -1.079 -1.746 -5.662
H -2.489 -2.718 -5.780
H -1.192 -1.796 -3.274
H -3.772 -0.804 -4.534
H -2.419 0.064 -4.210
H -3.652 1.649 -2.591
H -4.480 0.843 -1.331
H -5.122 0.811 -2.992
H -3.665 -3.166 -3.515
H -3.224 -2.485 -2.223
C 2.759 -0.567 -0.517
C 1.355 -1.209 -0.479
C 0.198 -0.192 -0.784
O 0.210 0.812 0.284
C -0.421 1.963 -0.201
N 1.302 -2.303 -1.437
H 2.930 0.097 0.330
H 2.866 -0.087 -1.490
H 3.465 -1.398 -0.507
H 1.154 -1.613 0.513
H -0.734 -0.751 -0.866
H 0.477 0.333 -1.697
H -1.364 1.723 -0.692
H 0.224 2.563 -0.844
H -0.779 2.708 0.510
H 1.284 -1.842 -2.335
H 2.173 -2.811 -1.384
C 0.352 3.478 3.706
C 1.551 2.505 3.758
C 2.279 2.409 2.400
O 2.870 3.629 2.146
C 3.710 3.661 0.999
N 2.469 2.850 4.868
H -0.401 3.067 3.033
H 0.620 4.468 3.337
H -0.175 3.510 4.660
H 1.221 1.516 4.076
H 1.552 2.187 1.619
H 2.974 1.569 2.389
H 4.585 3.018 1.087
H 4.117 4.671 0.946
H 3.152 3.359 0.113
H 3.345 2.354 4.950
H 2.874 3.737 4.604
C -4.261 -2.675 2.258
C -3.720 -1.573 1.333
C -2.421 -0.949 1.780
O -2.588 -0.140 2.952
C -1.283 0.183 3.409
N -3.647 -2.064 -0.027
H -4.330 -2.269 3.267
H -3.642 -3.572 2.287
H -5.288 -2.896 1.968
H -4.501 -0.823 1.210
H -2.110 -0.213 1.038
H -1.671 -1.722 1.946
H -0.518 0.069 2.641
H -1.035 -0.526 4.199
H -1.435 1.217 3.718
H -3.299 -1.324 -0.620
H -2.778 -2.576 0.018
O -1.066 -3.371 -0.521
H -1.546 -3.669 -1.293
H -0.336 -2.862 -0.873
O 1.590 -1.620 -4.112
H 1.663 -0.673 -4.232
H 2.144 -1.993 -4.798
C 1.074 -4.332 2.080
O -0.318 -4.039 2.053
H 1.264 -5.209 2.698
H 1.429 -4.538 1.070
H 1.629 -3.537 2.578
H -0.456 -3.719 1.158

Entry 3:
Formula: C2H2I4
Source: the OMol25 dataset
Level of theory: wB97M-V/def2-TZVPD

Output
highest occupied orbital energy (alpha / beta)	-8.071 / -8.379	eV
ΔE to the lowest compared entry with this formula, charge and spin	307.1	kJ/mol

CARTESIAN COORDINATES (ANGSTROEM)
C -0.318 0.300 0.212
C 2.214 2.975 1.519
I -1.547 1.592 1.194
I 2.939 1.199 2.402
I 0.988 4.169 2.743
I 3.602 4.019 0.317
H 0.219 -0.427 0.785
H -0.293 0.326 -0.857

Entry 4:
Formula: CH5N3S2
Source: the OMol25 dataset
Level of theory: wB97M-V/def2-TZVPD

Output
highest occupied orbital energy	-8.541	eV
ΔE to the lowest compared entry with this formula, charge and spin	426.5	kJ/mol

CARTESIAN COORDINATES (ANGSTROEM)
C 0.815 0.217 -0.028
H -2.705 1.173 0.200
H -0.324 1.531 -1.536
H 2.029 1.588 -0.499
H 1.745 -1.321 0.687
H -1.639 -1.754 0.820
N -0.411 0.835 -0.540
N 1.992 0.494 -0.256
N 0.687 -1.119 0.350
S -1.723 -0.155 -0.732
S -0.466 -1.490 1.536

Entry 5:
Formula: C32H43BBr52F3IN4O3PS
Source: the OMol25 dataset
Level of theory: wB97M-V/def2-TZVPD

Output
charge	+1
highest occupied orbital energy	-10.643	eV

CARTESIAN COORDINATES (ANGSTROEM)
C 0.652 8.210 -1.420
C 1.699 7.765 -2.572
C 2.851 6.721 -2.062
C 2.269 5.242 -2.316
C 2.915 4.062 -1.415
N 1.803 3.325 -0.698
C 1.426 3.714 0.537
C 2.058 4.881 1.408
C 3.060 4.383 2.560
C 3.404 2.836 2.534
F 2.957 2.045 3.640
C 4.138 2.151 1.558
F 5.062 2.809 0.734
F 3.891 0.756 1.432
C 0.215 2.808 1.013
B -0.091 2.604 2.595
N -0.612 1.338 3.231
O 0.092 3.717 3.517
P -1.306 3.898 0.484
N -2.443 3.997 1.858
O -0.812 5.554 0.272
C 0.110 1.561 -0.014
N 0.378 0.226 0.542
Br -1.903 1.442 -0.300
C 1.013 2.133 -1.215
S 2.413 0.872 -1.429
C 0.347 2.506 -2.615
C -0.327 1.288 -3.386
O 0.200 0.206 -3.664
I -2.401 1.621 -4.054
H 0.434 9.324 -1.617
H -0.365 7.687 -1.549
H 1.048 8.093 -0.354
H 1.080 7.153 -3.327
H 2.131 8.659 -3.121
H 3.155 6.947 -0.989
H 3.782 6.930 -2.707
H 2.479 4.993 -3.409
H 1.144 5.256 -2.119
H 3.461 3.371 -2.156
H 3.727 4.421 -0.691
H 2.620 5.630 0.765
H 1.208 5.466 1.902
H 2.538 4.611 3.560
H 4.051 4.951 2.575
H 0.066 0.571 3.132
H -1.533 1.081 2.856
H 0.486 3.386 4.352
H -3.350 3.645 1.522
H -2.523 4.971 2.189
H -0.828 5.926 1.194
H 1.252 0.180 1.073
H 0.291 -0.522 -0.156
H 3.609 1.459 -1.047
H -0.399 3.376 -2.564
H 1.200 2.884 -3.293
C -2.782 6.057 -5.258
Br -1.508 5.855 -3.809
Br -4.478 6.756 -4.634
Br -2.056 7.113 -6.712
H -2.974 5.061 -5.653
C 1.867 -3.335 1.608
Br 1.281 -4.996 2.414
Br 1.738 -3.388 -0.327
Br 0.935 -1.803 2.347
H 2.921 -3.216 1.854
C -4.768 -2.221 -5.073
Br -2.880 -2.663 -5.109
Br -5.278 -1.372 -3.407
Br -5.291 -1.158 -6.608
H -5.316 -3.160 -5.133
C -7.948 1.229 -8.757
Br -8.612 0.446 -10.401
Br -6.011 1.317 -8.732
Br -8.751 2.959 -8.406
H -8.247 0.568 -7.945
C 4.702 -7.635 1.567
Br 3.227 -8.267 0.477
Br 4.971 -5.722 1.377
Br 4.507 -8.152 3.425
H 5.603 -8.119 1.195
C 6.404 -6.012 7.033
Br 4.883 -5.081 6.271
Br 6.154 -7.934 7.016
Br 8.066 -5.497 6.178
H 6.474 -5.709 8.075
C 6.147 6.907 5.084
Br 4.586 7.808 4.365
Br 6.309 5.096 4.407
Br 7.765 7.932 4.794
H 6.004 6.834 6.160
C -9.645 -2.387 -3.353
Br -9.383 -0.465 -3.356
Br -9.335 -3.158 -5.104
Br -8.585 -3.261 -1.982
H -10.690 -2.565 -3.107
C 2.388 -12.466 -0.923
Br 3.640 -12.670 0.543
Br 0.678 -11.780 -0.318
Br 3.127 -11.392 -2.358
H 2.207 -13.460 -1.329
C -0.385 -8.859 1.995
Br 0.863 -8.769 3.474
Br -2.226 -8.809 2.602
Br -0.025 -7.494 0.666
H -0.236 -9.822 1.510
C 1.527 9.805 2.274
Br 3.249 10.074 1.428
Br 0.705 8.139 1.711
Br 1.643 9.931 4.205
H 0.877 10.611 1.939
C -8.150 -7.297 -5.550
Br -9.390 -7.066 -4.077
Br -9.054 -7.276 -7.265
Br -6.704 -6.006 -5.484
H -7.702 -8.282 -5.438
C 10.413 -6.097 3.188
Br 9.050 -7.206 2.368
Br 11.814 -7.161 4.001
Br 11.127 -4.794 1.942
H 9.930 -5.540 3.988
C -6.801 0.466 -0.117
Br -5.539 0.559 1.354
Br -8.637 0.522 0.504
Br -6.447 1.828 -1.454
H -6.657 -0.499 -0.600
C 0.013 -12.222 5.145
Br -0.574 -13.885 5.950
Br -0.106 -12.277 3.210
Br -0.924 -10.692 5.882
H 1.065 -12.101 5.396
C -5.455 -11.577 5.701
Br -5.188 -9.656 5.715
Br -5.116 -12.338 3.950
Br -4.417 -12.458 7.081
H -6.504 -11.755 5.928
C -0.461 12.087 -3.686
Br 1.202 12.503 -4.590
Br -1.225 10.419 -4.317
Br -0.258 12.107 -1.757
H -1.167 12.875 -3.939

Entry 6:
Formula: C6H14N3O6P2S5SbY
Source: the OMol25 dataset
Level of theory: wB97M-V/def2-TZVPD

Output
charge	-1
highest occupied orbital energy	-4.189	eV
ΔE to the lowest compared entry with this formula, charge and spin	113.1	kJ/mol

CARTESIAN COORDINATES (ANGSTROEM)
Y -0.492 -1.632 -0.035
S -3.634 -2.922 3.642
Sb -1.716 -3.478 2.551
S -0.288 -1.539 2.559
S -2.187 -3.530 0.169
S -0.403 -5.268 2.990
N 2.375 1.465 -2.911
C 1.920 0.059 -2.571
C 2.683 -0.922 -3.451
P 0.120 0.129 -3.058
O -0.326 1.513 -2.373
O 0.184 0.319 -4.521
O -0.536 -1.026 -2.355
P 2.211 -0.226 -0.793
O 3.810 -0.052 -0.694
O 1.499 0.858 -0.061
O 1.820 -1.650 -0.516
H 2.031 1.667 -3.862
H 3.390 1.561 -2.870
H 1.927 2.111 -2.252
H 2.442 -0.754 -4.501
H 2.382 -1.934 -3.186
H 3.762 -0.841 -3.293
H -0.876 1.364 -1.566
H 4.226 -0.818 -0.278
C -3.744 0.545 2.776
N -2.432 1.151 2.625
C -1.641 1.619 3.650
C -0.449 1.961 3.119
N -0.533 1.709 1.767
C -1.734 1.177 1.479
S -2.309 0.617 -0.037
H -3.992 0.534 3.834
H -3.718 -0.491 2.437
H -4.485 1.116 2.218
H -1.990 1.638 4.665
H 0.447 2.333 3.579
H 0.256 1.636 1.127

no.,molar mass (g/mol)
1,69.063
2,602.900
3,533.654
4,123.206
5,4944.480
6,657.142